(1)
{"formula": "C5H7NO", "method": "ωB97M-V/def2-TZVPD", "spin_multiplicity": 1, "gap_ha": 0.41646, "smiles": "N#CCC1(O)CC1", "de_lowest_kcal_mol": 31.6, "e_tot_ha": -324.67406, "elements": ["N", "C", "C", "C", "O", "C", "C", "H", "H", "H", "H", "H", "H", "H"], "coordinates": [[-2.03333, 1.17303, 2.01004], [-1.15276, 1.27672, 1.26672], [-0.04150, 1.28219, 0.30988], [-0.02253, -0.02974, -0.46183], [-0.95437, -0.08153, -1.49900], [1.26956, -0.73595, -0.70014], [0.27532, -1.28650, 0.29624], [0.88649, 1.43122, 0.86936], [-0.16212, 2.11961, -0.38369], [-1.82277, -0.23404, -1.10078], [1.36784, -1.25381, -1.64903], [2.18581, -0.29224, -0.32104], [0.49155, -1.20105, 1.36029], [-0.28719, -2.16791, 0.00298]]}

---

(2)
{"formula": "C3H6OS", "method": "ωB97M-V/def2-TZVPD", "spin_multiplicity": 1, "gap_ha": 0.37053, "smiles": "O=CCCS", "de_lowest_kcal_mol": 15.6, "e_tot_ha": -591.30814, "elements": ["O", "C", "C", "C", "S", "H", "H", "H", "H", "H", "H"], "coordinates": [[1.54712, -0.10918, -1.75647], [0.41441, 0.25791, -1.60415], [-0.25049, 0.44235, -0.25356], [0.40584, -0.43538, 0.82303], [-0.71835, -0.85975, 2.21284], [-0.21631, 0.52484, -2.47832], [-0.06523, 1.50045, -0.05431], [-1.29870, 0.17039, -0.33015], [1.30359, -0.01055, 1.25981], [0.62762, -1.38739, 0.34641], [-1.74951, -0.09370, 1.83486]]}

---

(3)
{"formula": "C4H13NO3", "method": "ωB97M-V/def2-TZVPD", "spin_multiplicity": 1, "gap_ha": 0.37840, "smiles": "CCC(=O)NC.O.O", "de_lowest_kcal_mol": 21.8, "e_tot_ha": -440.68044, "elements": ["C", "C", "C", "O", "N", "C", "H", "H", "H", "H", "H", "H", "H", "H", "H", "O", "H", "H", "O", "H", "H"], "coordinates": [[2.78592, 0.22614, 0.06995], [1.28764, 0.34512, 0.39146], [0.42485, -0.48395, -0.61806], [0.79782, -0.40901, -1.80879], [-0.72256, -1.05936, -0.24460], [-1.38948, -2.15436, -0.92948], [3.32170, 0.74888, 0.87203], [2.95666, 0.75297, -0.89899], [3.14609, -0.84572, -0.05102], [1.15446, 0.03317, 1.38961], [0.85744, 1.36370, 0.30849], [-0.88848, -1.07896, 0.72843], [-2.05178, -2.60578, -0.18069], [-2.04100, -1.76270, -1.63549], [-0.68495, -2.93858, -1.24090], [-1.58438, 1.77305, -0.58968], [-1.17485, 0.96464, -0.97693], [-1.06688, 2.48554, -1.05891], [-1.47991, 1.24925, 2.26566], [-2.09182, 1.72209, 2.87206], [-1.55646, 1.67385, 1.33583]]}